Entry 1:
C19H21NO | ωB97M-V/def2-TZVPD

Summary:
LUMO (eV): 0.24
Relative energy (zero: lowest compared OMol25 entry of this formula, charge and spin) (kJ/mol): 84.37
Max |F| (eV/Å): 0.66
Frontier orbital gap (eV): 8.869
E (eV): -23581.9654
SMILES: Cc1ccc(/C=C/C(=O)NCCCc2ccccc2)cc1
E_HOMO (eV): -8.63
Total charge: 0

Geometry as XYZ:
```
42
Properties=species:S:1:pos:R:3:forces:R:3:lowdin_charge:R:1
C 6.675423 3.545982 -0.806966 0.0 0.0 0.0 -0.052
C 5.422845 2.771717 -0.538188 -0.1 -0.1 -0.1 -0.280
C 4.601594 3.114374 0.532756 0.0 0.0 0.0 -0.039
C 3.446458 2.411601 0.800144 -0.1 -0.1 -0.1 -0.021
C 3.066253 1.330509 0.000592 0.5 0.2 -0.2 -0.225
C 3.894059 0.989348 -1.070879 -0.3 0.0 0.2 -0.033
C 5.049320 1.697864 -1.335418 0.1 0.1 0.0 -0.043
H 5.670708 1.412437 -2.172498 0.1 0.0 -0.1 0.109
H 3.623842 0.157085 -1.706266 0.0 -0.1 0.0 0.110
C 1.867674 0.545216 0.241304 -0.6 -0.2 0.3 -0.043
C 0.931634 0.781130 1.165379 0.3 0.2 -0.3 0.013
C -0.301411 -0.015909 1.358204 0.2 -0.3 -0.1 -0.499
O -1.332851 0.490330 1.763489 -0.1 0.2 0.1 0.045
N -0.192367 -1.335709 1.072878 0.2 -0.2 -0.1 0.061
H 0.692987 -1.693993 0.753564 0.0 0.1 0.1 0.130
C -1.292341 -2.268071 1.143619 -0.2 -0.3 -0.1 -0.175
C -1.692150 -2.775132 -0.243900 0.0 0.2 0.1 -0.170
H -0.795095 -3.116404 -0.768229 0.0 -0.1 0.0 0.107
H -2.359839 -3.630612 -0.128185 0.0 -0.1 0.0 0.112
C -2.394918 -1.691255 -1.073489 0.0 -0.2 0.1 -0.151
C -3.808195 -1.484738 -0.603380 0.1 0.1 -0.1 -0.240
C -4.126131 -0.477200 0.298197 0.0 0.0 0.0 -0.040
C -5.426565 -0.326007 0.749019 -0.1 0.0 0.1 -0.078
C -6.423717 -1.176154 0.303845 -0.1 0.0 0.1 -0.100
C -6.115239 -2.182218 -0.596224 -0.1 -0.1 0.0 -0.092
C -4.815854 -2.334421 -1.044314 0.0 0.0 0.0 -0.053
H -4.579576 -3.120517 -1.748922 0.0 -0.1 -0.1 0.111
H -6.888902 -2.848835 -0.950061 -0.1 0.0 0.0 0.099
H -7.438439 -1.056148 0.654986 -0.1 0.0 0.0 0.098
H -5.659937 0.460282 1.451906 0.0 0.1 0.1 0.103
H -3.354567 0.188117 0.657006 0.1 0.0 0.0 0.093
H -1.834454 -0.758152 -0.992896 0.0 0.0 -0.1 0.113
H -2.402749 -1.997403 -2.122247 0.0 0.1 0.0 0.113
H -2.128931 -1.743052 1.608849 0.1 -0.1 0.1 0.115
H -1.003498 -3.112676 1.779204 -0.1 0.1 0.0 0.121
H 0.975806 1.653984 1.799541 0.0 0.1 0.1 0.110
H 1.750827 -0.297245 -0.432458 -0.1 -0.1 0.0 0.109
H 2.834805 2.701539 1.640063 -0.1 0.0 0.1 0.106
H 4.878536 3.946888 1.164004 0.0 0.1 0.1 0.115
H 7.364480 3.451666 0.031994 0.1 0.0 0.0 0.084
H 6.448563 4.604055 -0.930896 0.1 0.1 0.0 0.083
H 7.171914 3.187728 -1.705126 0.1 0.0 0.0 0.074
```
Forces are in eV/Å.



Entry 2:
C19H21NO7 | ωB97M-V/def2-TZVPD

Summary:
LUMO (eV): 0.29
Relative energy (zero: lowest compared OMol25 entry of this formula, charge and spin) (kJ/mol): 0.00
Max |F| (eV/Å): 0.85
Frontier orbital gap (eV): 8.764
E (eV): -35864.8818
SMILES: CCOc1ncccc1C(=O)OCC(=O)c1cc(OC)c(OC)c(OC)c1
E_HOMO (eV): -8.47
Total charge: 0

Geometry as XYZ:
```
48
Properties=species:S:1:pos:R:3:forces:R:3:lowdin_charge:R:1
C -0.077646 0.348007 3.009525 0.0 -0.3 -0.4 -0.045
C 0.562576 -0.707575 2.125172 0.4 0.2 0.5 -0.210
H 1.349704 -0.269830 1.500087 0.0 -0.1 0.1 0.122
H 0.998898 -1.517145 2.717954 0.0 0.2 -0.1 0.113
O -0.450831 -1.236430 1.273811 -0.1 0.1 0.1 -0.012
C -0.257556 -2.438941 0.746577 0.0 -0.6 -0.2 -0.276
N 0.839557 -3.111206 1.068423 0.0 0.5 0.2 0.139
C 1.038403 -4.315502 0.560000 -0.1 -0.2 -0.2 -0.123
C 0.163136 -4.929222 -0.317524 0.0 0.0 0.0 -0.057
C -0.977175 -4.230658 -0.677753 0.0 0.2 0.2 0.010
C -1.219651 -2.970178 -0.145429 0.2 0.0 0.1 -0.028
C -2.401169 -2.227195 -0.629458 -0.2 -0.2 -0.3 -0.455
O -3.004013 -2.527704 -1.634153 0.1 0.0 0.1 0.108
O -2.717506 -1.175528 0.134148 -0.1 0.0 0.2 0.012
C -3.668425 -0.258771 -0.378467 -0.6 0.1 -0.4 -0.060
H -4.555717 -0.262109 0.262531 0.2 0.0 -0.1 0.147
C -3.101936 1.158290 -0.423823 -0.1 -0.3 0.1 -0.308
O -3.821165 2.113652 -0.244669 0.0 -0.1 0.0 0.112
C -1.644558 1.269391 -0.630847 0.8 0.3 -0.2 -0.134
C -0.917786 0.382694 -1.404646 0.0 0.3 0.1 0.059
C 0.471640 0.463600 -1.478610 -0.1 0.2 0.1 -0.178
C 1.151911 1.461695 -0.761436 0.1 0.1 -0.1 -0.131
C 0.400314 2.387358 -0.004412 -0.1 -0.1 -0.1 -0.194
C -0.979308 2.295079 0.039784 -0.1 0.0 0.0 0.031
H -1.571762 2.982617 0.620543 0.0 0.1 0.1 0.117
O 1.111027 3.324923 0.690711 0.1 -0.5 -0.2 -0.101
C 0.405300 4.282147 1.444451 -0.1 0.2 0.1 -0.068
H -0.262357 4.878275 0.815652 0.0 0.0 0.0 0.102
H 1.167480 4.929192 1.876347 -0.1 0.0 0.0 0.097
H -0.170121 3.815681 2.249704 0.0 0.0 0.0 0.095
O 2.524622 1.463011 -0.776382 -0.5 -0.2 0.3 -0.105
C 3.211806 2.694654 -0.894399 0.3 0.3 0.0 -0.061
H 2.692357 3.379344 -1.568515 0.0 0.0 0.0 0.104
H 4.187406 2.443557 -1.312543 0.0 0.1 0.0 0.095
H 3.343562 3.175200 0.076267 0.0 -0.1 -0.2 0.087
O 1.023369 -0.508034 -2.250597 -0.2 0.1 0.2 -0.056
C 2.389468 -0.504084 -2.604200 0.4 -0.1 -0.1 -0.063
H 3.034078 -0.635887 -1.733578 -0.1 0.0 -0.1 0.095
H 2.667664 0.412437 -3.130155 0.0 0.0 0.0 0.098
H 2.504302 -1.353836 -3.277281 0.0 0.1 0.0 0.095
H -1.389872 -0.379374 -2.002155 -0.1 -0.2 -0.1 0.135
H -3.966671 -0.567906 -1.390896 0.0 0.1 0.2 0.141
H -1.695311 -4.638578 -1.373700 0.0 0.0 -0.1 0.125
H 0.367789 -5.911127 -0.711475 0.0 -0.1 0.0 0.100
H 1.952856 -4.798006 0.879723 0.1 -0.1 0.0 0.109
H 0.683605 0.833328 3.613753 0.1 0.1 0.1 0.081
H -0.575236 1.087927 2.389086 0.0 0.1 0.0 0.056
H -0.817054 -0.107232 3.662855 -0.1 0.0 0.1 0.081
```
Forces are in eV/Å.



Entry 3:
C19H21O | ωB97M-V/def2-TZVPD

Summary:
LUMO (eV): -5.41
Max |F| (eV/Å): 2.99
Frontier orbital gap (eV): 5.420
E (eV): -22082.3504
E_HOMO (eV): -10.83
Total charge: +1

Geometry as XYZ:
```
41
Properties=species:S:1:pos:R:3:forces:R:3:lowdin_charge:R:1
C 3.719801 2.225107 -3.768460 0.5 0.1 0.3 -0.051
C 2.226477 2.110042 -3.736173 0.2 0.3 -0.7 -0.153
O 1.815949 1.703513 -2.370345 -2.7 -1.0 0.8 0.058
C 0.556472 1.544188 -2.096742 2.1 1.4 0.4 0.051
C 0.038132 1.171969 -0.742052 0.7 1.1 -0.3 -0.067
H 4.060541 2.376405 -4.792924 -0.2 0.0 -0.1 0.099
H 4.072690 3.077992 -3.190745 -0.1 0.0 0.1 0.092
H 4.214600 1.329737 -3.393848 -0.1 -0.1 0.0 0.093
H 1.756671 3.062785 -3.989144 -0.2 -0.1 0.3 0.138
H 1.890204 1.341946 -4.429913 -0.2 -0.1 0.2 0.135
H -0.150534 2.045309 -2.772450 0.1 -0.8 -0.5 0.173
H -0.770583 1.907821 -0.654770 -0.1 -0.1 0.3 0.144
H 0.813908 1.413419 -0.000699 -0.1 -0.2 -0.2 0.159
C -0.516438 -0.228119 -0.496887 -1.2 -1.8 0.5 -0.256
C 0.564521 -1.249197 -0.849471 0.3 -0.2 -0.3 -0.205
C 0.748024 -1.511779 -2.214321 0.6 0.2 0.0 -0.065
C 1.875722 -2.205310 -2.670656 -0.1 -0.3 0.2 -0.069
C 2.782186 -2.746429 -1.740204 0.0 0.5 -0.1 -0.071
C 2.555973 -2.560653 -0.371594 -0.5 -0.1 -0.2 -0.055
C 1.438247 -1.834892 0.076540 0.2 0.2 -0.4 -0.020
C -1.073003 -0.424480 0.932854 -0.6 -0.2 -0.2 -0.039
C -2.270191 0.024134 1.399058 1.2 -0.7 -0.9 -0.041
C -2.712010 -0.034663 2.788839 -0.7 -0.5 1.6 -0.225
C -4.009748 0.428635 3.129611 0.6 0.1 0.0 -0.041
C -4.438628 0.513776 4.457426 0.2 -0.2 0.3 -0.077
C -3.607022 0.084684 5.506937 0.1 -0.1 -0.8 -0.073
C -2.344915 -0.449234 5.187049 -0.1 0.0 -0.3 -0.075
C -1.903399 -0.524444 3.854383 -0.4 0.5 -0.1 -0.028
H -1.365230 -0.442626 -1.171682 0.3 0.4 0.0 0.152
H 0.013801 -1.126529 -2.935588 0.3 -0.1 0.2 0.121
H 2.023730 -2.352661 -3.748306 0.0 0.0 0.5 0.111
H 3.687424 -3.262036 -2.085662 -0.5 0.1 0.2 0.113
H 3.229925 -2.999482 0.365879 -0.2 0.1 -0.3 0.113
H 1.262777 -1.712073 1.146115 0.3 0.0 -0.3 0.106
H -0.525637 -1.199332 1.491524 -0.1 1.1 0.2 0.092
H -3.009375 0.402717 0.686600 0.4 0.5 0.2 0.119
H -4.671483 0.766274 2.329074 0.2 0.0 0.2 0.109
H -5.428583 0.917629 4.694919 0.4 -0.2 -0.2 0.109
H -3.943221 0.144904 6.549612 0.2 0.0 -0.5 0.110
H -1.697975 -0.802814 5.998678 -0.2 0.1 -0.4 0.108
H -0.909799 -0.926232 3.627538 -0.4 0.2 0.2 0.104
```
Forces are in eV/Å.



Entry 4:
C19H21O6OsS3 | ωB97M-V/def2-TZVPD

Summary:
LUMO (alpha / beta) (eV): 2.70 / 0.86
Max |F| (eV/Å): 1.83
Frontier orbital gap (alpha / beta) (eV): 7.567 / 5.918
E (eV): -67304.1694
E_HOMO (alpha / beta) (eV): -4.87 / -5.06
Total charge: -1
2S+1: 5

Geometry as XYZ:
```
50
Properties=species:S:1:pos:R:3:forces:R:3:lowdin_charge:R:1
Os 0.673507 0.270866 0.112006 -1.2 0.7 1.0 1.345
O 0.497880 0.471492 4.185663 0.0 -0.1 -0.4 0.078
C 0.317643 1.004339 3.109259 0.2 0.7 0.8 -0.573
O 0.009053 0.344965 2.023709 0.3 -0.6 -1.3 -0.228
C 0.275899 2.516202 3.034858 -0.1 0.0 -0.1 -0.150
C -0.265242 3.146635 4.154589 0.0 0.0 0.0 -0.037
C -0.452467 4.515323 4.199171 0.0 0.0 0.1 -0.100
C -0.071024 5.288909 3.109345 0.1 0.0 0.1 -0.101
C 0.516718 4.686069 2.015431 0.0 0.0 0.0 -0.139
C 0.702123 3.296203 1.950689 -0.1 0.0 0.0 -0.602
S 1.563721 2.705746 0.545297 -0.1 -0.4 -0.1 0.671
H -0.535085 2.525238 4.997926 0.0 0.0 0.0 0.113
H -0.883993 4.975508 5.079171 0.0 0.0 0.0 0.092
H -0.221868 6.361780 3.121849 0.0 0.0 0.0 0.095
H 0.854832 5.279773 1.175423 0.0 0.0 0.0 0.092
O 3.998583 1.293307 -0.637112 -0.1 -0.1 0.2 -0.388
S 3.366719 0.007244 -0.637551 1.4 0.0 -1.1 0.102
O 2.572568 -0.261688 0.631198 -0.4 -0.1 0.3 -0.571
O 4.196686 -1.104665 -1.001653 -0.3 -0.1 0.2 -0.344
S 1.728379 0.100088 -1.931200 -0.4 0.0 0.2 0.351
C -0.666141 -2.869936 -0.902844 -0.1 0.1 -0.1 -0.083
C -2.045603 -2.487923 -1.432715 0.0 0.2 0.3 -0.368
C -3.070333 -2.563670 -0.290349 0.0 -0.1 -0.1 -0.059
C -2.235169 -1.142305 -2.133192 0.3 0.1 0.3 -0.127
C -2.916686 -1.191654 -3.343650 0.0 0.1 -0.1 -0.062
C -3.409944 -0.056075 -3.954987 -0.1 0.0 -0.1 -0.098
C -3.300817 1.152669 -3.294237 0.0 0.0 -0.1 -0.056
C -2.616261 1.274541 -2.094233 0.4 -0.1 0.3 -0.129
C -2.729057 2.605010 -1.365587 0.1 -0.1 0.2 -0.367
C -3.678312 2.430691 -0.170381 0.1 0.0 -0.1 -0.055
C -1.419273 3.231828 -0.901387 -0.2 0.0 -0.2 -0.095
C -1.969886 0.130178 -1.549273 -0.6 -0.1 -1.0 -0.261
O -1.216457 0.269148 -0.448025 0.8 0.0 0.5 -0.315
H -0.651589 -3.935724 -0.664616 0.0 0.0 0.0 0.079
H -0.438450 -2.330469 0.015516 0.1 0.0 0.0 0.047
H 0.106084 -2.671911 -1.640160 0.2 0.0 0.0 0.063
H -2.312915 -3.248177 -2.172924 0.0 0.1 0.0 0.119
H -2.843439 -1.806463 0.462178 0.0 0.0 0.0 0.082
H -3.043228 -3.545443 0.188053 0.0 0.0 0.0 0.076
H -4.079176 -2.386313 -0.666235 0.0 0.0 0.0 0.080
H -3.086937 -2.157039 -3.807572 0.0 0.0 0.1 0.105
H -3.935700 -0.119898 -4.899467 0.0 0.0 0.0 0.094
H -3.767872 2.037154 -3.713503 0.0 0.0 0.0 0.106
H -3.200192 3.299094 -2.069331 0.0 -0.1 0.0 0.121
H -3.231746 1.752275 0.558533 0.0 0.0 0.0 0.081
H -4.633540 2.013519 -0.494896 0.0 0.0 0.0 0.078
H -3.858447 3.391991 0.315562 0.0 0.0 0.0 0.076
H -1.000131 2.665319 -0.080951 0.0 0.0 0.0 -0.001
H -1.598946 4.247192 -0.541036 0.0 0.0 0.0 0.083
H -0.685272 3.270257 -1.706660 0.1 0.0 0.0 0.081
```
Forces are in eV/Å.



Entry 5:
C19H22BrCdN2O4SSe3Te | ωB97M-V/def2-TZVPD

Summary:
LUMO (eV): 2.45
Relative energy (zero: lowest compared OMol25 entry of this formula, charge and spin) (kJ/mol): 99.12
Max |F| (eV/Å): 1.50
Frontier orbital gap (eV): 6.363
E (eV): -320009.9989
E_HOMO (eV): -3.91
Total charge: -1

Geometry as XYZ:
```
54
Properties=species:S:1:pos:R:3:forces:R:3:lowdin_charge:R:1
Cd 0.604447 -0.744461 -1.690421 0.1 -0.5 0.1 1.017
Se 0.258018 -3.293289 -2.067015 -0.4 0.1 0.1 -0.201
Se 2.091892 -3.439178 -3.493959 0.3 -0.1 -0.3 -0.304
Te 1.966449 -1.407309 -4.976914 -0.1 0.1 0.1 0.153
Se 2.147867 0.510042 -3.334573 0.4 0.1 -0.5 -0.269
C 4.211525 -3.407842 -0.224886 -0.1 0.0 -0.1 -0.001
C 3.658730 -2.004343 -0.166093 0.0 -0.1 -0.5 -0.530
O 2.872188 -1.594996 -1.007823 0.5 0.2 1.1 -0.193
N 4.184467 -1.250985 0.840374 0.2 0.3 -0.1 0.043
C 3.607023 -0.000398 1.264741 -0.3 -0.2 -0.1 -0.116
C 2.580090 -0.228866 2.356666 0.0 0.0 0.1 -0.264
C 2.233362 0.787298 3.238912 -0.2 0.0 -0.1 -0.025
C 1.306738 0.515659 4.228736 0.0 0.1 0.0 -0.070
C 0.770172 -0.759340 4.316678 -0.1 0.0 0.0 -0.074
C 1.174117 -1.702432 3.386632 0.0 0.0 0.1 -0.137
N 2.066942 -1.453818 2.434949 0.0 0.1 0.0 0.128
H 3.843285 -3.887492 -1.127894 0.0 0.0 0.0 0.036
H 3.864429 -3.967516 0.644946 0.0 0.0 0.0 0.085
H 5.301758 -3.385569 -0.234575 0.0 0.0 0.1 0.080
H 4.680042 -1.752294 1.558664 0.0 -0.2 -0.1 0.133
H 3.128272 0.460737 0.397048 0.0 0.0 0.0 0.125
H 4.394898 0.662309 1.626696 0.0 0.1 -0.1 0.120
H 2.661746 1.774581 3.126551 0.0 0.0 0.0 0.114
H 0.995190 1.290607 4.916281 0.0 0.0 0.0 0.105
H 0.047236 -1.010717 5.080851 0.0 0.0 0.0 0.097
H 0.777842 -2.712560 3.406276 0.0 0.0 0.0 0.105
O -1.188012 0.493666 -2.603127 -0.4 -0.5 0.0 -0.647
S -0.706883 1.876677 -2.269658 -0.4 1.3 -0.7 0.820
C -0.844117 2.789408 -3.852556 -0.1 -0.2 0.2 -0.329
C -2.321280 3.078933 -4.037392 -0.1 0.1 0.0 -0.252
C -2.796979 3.624266 -2.692977 -0.1 -0.1 -0.2 -0.237
C -2.206966 2.722370 -1.610586 0.3 0.1 0.1 -0.287
H -0.405174 2.158290 -4.621498 0.1 0.0 0.1 0.073
H -0.252864 3.701290 -3.737048 0.0 0.0 0.0 0.094
H -2.844159 2.147157 -4.263845 0.0 0.0 0.0 0.113
H -2.503851 3.785158 -4.850523 0.0 0.0 0.0 0.107
H -3.887067 3.638201 -2.639474 0.0 0.1 0.1 0.107
H -2.439602 4.648981 -2.564418 0.0 0.0 0.0 0.107
H -2.876761 1.911716 -1.325510 0.1 -0.1 0.0 0.098
H -1.903875 3.262329 -0.716356 -0.1 -0.1 0.1 0.078
Br -5.551015 0.043221 3.224742 0.0 0.0 -0.1 0.676
C -4.115518 -0.517565 2.093023 -0.1 0.0 0.1 -0.676
C -4.171734 -1.774852 1.515939 0.0 0.0 0.0 -0.142
C -3.105487 -2.187889 0.730939 0.0 0.0 0.0 -0.067
C -2.029298 -1.342060 0.509328 0.1 0.1 0.0 -0.037
C -2.006044 -0.068881 1.061703 0.1 0.1 0.0 -0.121
C -3.057866 0.341364 1.876203 0.0 0.0 0.0 -0.077
C -0.893185 0.945892 0.783558 0.0 0.1 0.2 -0.659
O -1.013384 2.061156 1.300459 0.0 -0.1 0.0 -0.007
O 0.060780 0.597658 0.017764 0.2 -0.4 0.3 -0.223
H -5.027379 -2.415609 1.678281 0.0 0.0 0.0 0.093
H -3.118907 -3.171831 0.280205 0.0 0.0 0.0 0.107
H -1.200184 -1.677753 -0.097257 0.0 0.0 0.0 0.022
H -3.021889 1.330904 2.309247 0.0 0.0 0.0 0.108
```
Forces are in eV/Å.